The following is a DFT calculation (ωB97M-V/def2-TZVPD) of C41H29BrIN10OPbSSe2 as an isolated structure.

Values from the calculation:
- E_HOMO: -0.35889 Ha
- Electronic energy: -10468.0380 hartree
- Spin multiplicity: 1
- Net charge: +1

```
87
C41H29BrIN10OPbSSe2 ωB97M-V/def2-TZVPD
Pb 0.2719 -0.4128 0.1350
Br -0.0894 -2.0684 -2.2855
C 0.9499 -3.6052 -1.6791
C 1.0437 -4.6501 -2.5557
C 1.7833 -5.7822 -2.1919
C 2.3928 -5.8264 -0.9702
C 2.3113 -4.7434 -0.0682
C 2.9879 -4.7847 1.1697
C 2.9712 -3.7043 2.0047
C 2.2427 -2.5579 1.6438
C 1.5129 -2.4526 0.4678
C 1.5678 -3.5708 -0.4103
H 0.5732 -4.6025 -3.5256
H 1.8747 -6.6017 -2.8864
H 2.9601 -6.7005 -0.6834
H 3.5377 -5.6776 1.4304
H 3.5194 -3.7172 2.9372
H 2.2981 -1.6961 2.3003
Se -7.9630 2.4017 -1.6024
N -6.4658 3.1981 -1.1507
C -5.5284 2.2879 -0.9622
C -4.1755 2.5628 -0.5714
C -3.7207 3.8612 -0.3237
C -2.4113 4.0385 0.0683
C -1.5964 2.9142 0.2008
N -2.0053 1.6892 -0.0433
C -3.2679 1.4892 -0.4265
C -3.6928 0.1222 -0.6873
N -2.7898 -0.8563 -0.5753
C -3.1756 -2.0978 -0.7712
C -4.4806 -2.4686 -1.0944
C -5.4238 -1.4747 -1.2284
C -5.0362 -0.1475 -1.0285
C -5.9577 0.9416 -1.1715
N -7.2267 0.8129 -1.5087
H -4.3973 4.6929 -0.4561
H -2.0248 5.0236 0.2723
H -0.5584 3.0064 0.4896
H -2.4046 -2.8437 -0.6556
H -4.7413 -3.5049 -1.2399
H -6.4528 -1.6810 -1.4836
Se 5.7033 4.3269 4.0435
N 3.9881 4.0169 4.2523
C 3.6091 3.0890 3.3933
C 2.2716 2.5854 3.2589
C 1.2224 3.0579 4.0514
C -0.0372 2.5298 3.8686
C -0.2011 1.5193 2.9227
N 0.7773 1.0721 2.1586
C 2.0003 1.5984 2.2853
C 3.0500 1.1368 1.3916
N 2.7418 0.2532 0.4408
C 3.6840 -0.1768 -0.3722
C 5.0156 0.2246 -0.2873
C 5.3635 1.1351 0.6844
C 4.3687 1.6186 1.5362
C 4.6515 2.5986 2.5456
N 5.8356 3.1429 2.7568
H 1.4319 3.8292 4.7754
H -0.8750 2.8766 4.4521
H -1.1642 1.0541 2.7721
H 3.3780 -0.8905 -1.1228
H 5.7577 -0.1789 -0.9557
H 6.3729 1.4903 0.8239
O 1.4672 1.2983 -1.6301
S 1.2145 0.8187 -3.0125
C 1.8789 2.1284 -4.1232
C 0.7817 2.3420 -5.1452
C -0.4887 2.4953 -4.3167
C -0.5330 1.2913 -3.3922
H 2.8194 1.7861 -4.5475
H 2.0473 3.0058 -3.5010
H 0.7026 1.4623 -5.7880
H 0.9749 3.2107 -5.7740
H -1.3790 2.5532 -4.9402
H -0.4233 3.4121 -3.7282
H -0.9928 0.4249 -3.8631
H -1.0230 1.4856 -2.4417
I -4.1611 -2.5623 4.7047
C -2.4644 -2.2940 3.5206
C -1.2761 -2.9941 3.6025
N -0.4825 -2.4965 2.6476
N -1.0755 -1.5256 1.9643
C -2.2845 -1.3812 2.4754
H -0.9632 -3.7748 4.2655
H 0.4727 -2.7511 2.3785
H -2.9706 -0.6582 2.0863
```



The following is a DFT calculation (ωB97M-V/def2-TZVPD) of C16H13NO6PtS2 as an isolated structure.

Values from the calculation:
- E_HOMO: -0.05222 Ha
- Electronic energy: -2039.5485 hartree
- Spin multiplicity: 1
- Net charge: -2

```
39
C16H13NO6PtS2 ωB97M-V/def2-TZVPD
Pt 0.1428 0.2316 -0.3021
O 3.7704 0.6718 -2.1614
C 2.9317 0.9503 -1.3068
O 2.1242 0.1044 -0.7771
C 2.9495 2.3433 -0.7080
C 4.1963 2.9199 -0.4902
C 4.3277 4.1659 0.1060
C 3.1816 4.8561 0.4813
C 1.9335 4.2993 0.2552
C 1.7859 3.0413 -0.3453
S 0.1587 2.4867 -0.7088
H 5.0669 2.3628 -0.8141
H 5.3099 4.5944 0.2717
H 3.2585 5.8289 0.9563
H 1.0351 4.8335 0.5445
C -0.1090 2.1316 6.3054
C -0.7844 1.8626 4.9860
C -1.7819 0.9042 4.8723
C -2.4054 0.6632 3.6525
C -2.0310 1.3848 2.5306
C -1.0414 2.3570 2.6307
C -0.4261 2.5860 3.8488
S -2.7698 1.0009 0.9435
O -2.8341 2.2452 0.2241
O -4.0216 0.3477 1.2867
N -1.8265 -0.0435 0.2055
C -2.0766 -1.4309 0.6286
C -0.9190 -2.3676 0.3107
O -1.0595 -3.5677 0.5442
O 0.1326 -1.8289 -0.1872
H -0.3691 1.3709 7.0430
H -0.4030 3.1041 6.7096
H 0.9771 2.1402 6.1951
H -2.0723 0.3291 5.7459
H -3.1868 -0.0799 3.5623
H -0.7562 2.9077 1.7437
H 0.3627 3.3288 3.9110
H -2.9771 -1.8320 0.1624
H -2.2272 -1.5072 1.7118
```



The following is a DFT calculation (ωB97M-V/def2-TZVPD) of C14H10CoN3O4S2 as an isolated structure.

Values from the calculation:
- E_HOMO (alpha / beta): -0.18162 / -0.18098 Ha
- Electronic energy: -3183.9490 hartree
- Spin multiplicity: 4
- Net charge: -1

```
34
C14H10CoN3O4S2 ωB97M-V/def2-TZVPD
Co -0.4306 -0.3479 0.0860
S 0.6489 -0.5418 2.3209
C 0.9036 -2.0617 1.6002
N 0.4482 -2.2988 0.3974
C 0.7606 -3.5600 -0.0557
C 0.4223 -4.0825 -1.3017
C 0.8035 -5.3761 -1.6078
C 1.5167 -6.1538 -0.6926
C 1.8636 -5.6425 0.5478
C 1.4836 -4.3441 0.8578
S 1.7737 -3.4180 2.3051
H -0.1189 -3.4629 -2.0044
H 0.5498 -5.7911 -2.5751
H 1.8060 -7.1636 -0.9547
H 2.4211 -6.2416 1.2567
O -1.7541 1.2707 -0.0301
N -2.9793 0.9910 0.0818
N -3.2194 -0.2633 0.1985
O -2.2767 -1.1779 0.1932
C -4.5699 -0.6911 0.3325
C -4.8161 -2.0513 0.4456
C -6.1233 -2.4966 0.5772
C -7.1776 -1.5971 0.5967
C -6.9153 -0.2371 0.4835
C -5.6177 0.2250 0.3513
H -3.9781 -2.7315 0.4295
H -6.3142 -3.5586 0.6654
H -8.1959 -1.9495 0.6993
H -7.7309 0.4748 0.4979
H -5.4070 1.2799 0.2627
O 0.8487 0.7880 -3.4011
C 1.0492 0.9642 -2.2104
O 0.8724 0.1230 -1.2577
H 1.4604 1.9413 -1.8731
```